# 1
48
Properties=species:S:1:pos:R:3 method="wB97M-V/def2-TZVPD" mol_weight_g_mol=408.4 relative_energy_kcal_mol=13.96 e_homo_ev=-11.80 total_energy_ha=-1540.1633 charge=+1 largest_force_ha_per_bohr=0.0440
F -5.1802 3.0565 -1.2051
C -5.1344 1.8252 -1.8069
F -6.1489 1.0844 -1.2641
F -5.4405 2.0113 -3.1354
C -3.7932 1.1669 -1.6668
C -3.7102 -0.1648 -1.2563
C -2.4651 -0.7240 -1.0348
C -1.2692 0.0154 -1.2771
C -0.0061 -0.5710 -1.0176
C 1.2534 0.0665 -1.1801
C 1.4733 1.4511 -0.9323
C 2.7034 2.0287 -1.1977
C 3.7655 1.2200 -1.5887
C 5.1299 1.8183 -1.7756
F 6.1281 1.0157 -1.2901
F 5.3937 2.0040 -3.1143
F 5.2731 3.0336 -1.1636
C 3.5942 -0.1407 -1.8436
C 2.3602 -0.7115 -1.6264
C -1.4119 1.3157 -1.8532
C -2.6573 1.8959 -2.0010
H -4.6126 -0.7340 -1.0764
H -2.3970 -1.7560 -0.6821
H 0.0183 -1.6575 -0.9619
H 0.6802 2.0615 -0.5034
H 2.8524 3.0955 -1.0710
H 4.4338 -0.7446 -2.1839
H 2.2145 -1.7818 -1.7945
H -0.5377 1.8721 -2.1774
H -2.7489 2.9165 -2.3624
O 1.8992 -2.9093 2.8447
C 1.4632 -2.9814 1.4965
C 0.0439 -2.4610 1.5092
N 0.0261 -1.1152 2.0189
C -1.2652 -0.6652 2.5020
C -1.1103 0.3547 3.6145
O -0.1962 -0.2096 4.5493
H 2.7045 -3.4366 2.9482
H 2.0865 -2.3437 0.8572
H 1.4453 -4.0186 1.1376
H -0.3851 -2.4357 0.5078
H -0.5772 -3.1311 2.1295
H 0.7614 -0.9533 2.7168
H -1.8183 -0.2442 1.6526
H -1.8244 -1.5229 2.9078
H -0.7052 1.2898 3.2018
H -2.0938 0.4998 4.0820
H -0.2153 0.3143 5.3672

---

# 2
45
Properties=species:S:1:pos:R:3 method="wB97M-V/def2-TZVPD" mol_weight_g_mol=356.4 smiles="COc1ccc(Cc2nc3ccc(C(=O)NCCSC)cc3o2)cc1" relative_energy_kcal_mol=22.53 e_homo_ev=-8.53 total_energy_ha=-1469.4611 charge=0 largest_force_ha_per_bohr=0.0245
C 6.7822 -3.2525 -1.2271
O 6.4322 -1.9364 -1.5792
C 5.6640 -1.2136 -0.7191
C 5.3537 0.0867 -1.1256
C 4.5876 0.9044 -0.3258
C 4.1117 0.4508 0.9009
C 3.2623 1.3623 1.7585
C 1.9901 1.6364 1.0456
N 1.7730 2.6011 0.2194
C 0.4867 2.4139 -0.2296
C -0.2927 3.1191 -1.1363
C -1.5685 2.6514 -1.3661
C -2.0830 1.5241 -0.7112
C -3.4802 1.1207 -1.0520
O -3.9640 1.2982 -2.1507
N -4.1781 0.5724 -0.0243
C -5.5252 0.0795 -0.1750
C -5.5797 -1.4349 0.0051
S -7.2382 -2.1164 -0.3017
C -8.1107 -1.5323 1.1810
C -1.3068 0.7998 0.1874
C -0.0263 1.2635 0.4062
O 0.9499 0.7776 1.2164
C 4.4097 -0.8409 1.2963
C 5.1830 -1.6725 0.5011
H 7.3687 -3.2794 -0.3029
H 7.3908 -3.6255 -2.0494
H 5.8978 -3.8883 -1.1157
H 5.7287 0.4280 -2.0772
H 4.3424 1.9052 -0.6481
H 3.7774 2.3102 1.9190
H 3.0457 0.8877 2.7158
H 0.0958 3.9896 -1.6380
H -2.2146 3.1509 -2.0719
H -3.7409 0.4765 0.8776
H -5.8469 0.3447 -1.1852
H -6.1784 0.5735 0.5522
H -4.9317 -1.9218 -0.7231
H -5.2754 -1.7293 1.0117
H -9.0809 -2.0172 1.1756
H -7.5558 -1.8254 2.0677
H -8.2405 -0.4549 1.1424
H -1.6566 -0.1011 0.6677
H 4.0422 -1.2144 2.2414
H 5.3994 -2.6712 0.8462

---

# 3
45
Properties=species:S:1:pos:R:3 method="wB97M-V/def2-TZVPD" mol_weight_g_mol=340.4 e_homo_ev=-12.32 total_energy_ha=-1145.4981 charge=+2 largest_force_ha_per_bohr=0.1939
O 0.2218 7.5317 0.4970
C -0.2341 6.2933 0.2491
C -1.8171 5.8946 0.0888
C -1.9177 4.4702 0.4439
C -3.0203 3.3093 0.5299
C -4.5733 3.9596 1.1182
C -5.2163 5.2413 0.1506
O -4.5488 5.4191 1.6496
C -0.3664 4.0093 0.7652
O 0.0193 2.9157 1.4686
O 0.4934 5.0144 0.0694
H -2.7632 6.5083 -0.2215
H -3.2852 2.7771 -0.4850
H -2.7455 2.5399 1.4001
H -5.3886 3.1326 1.6027
H -6.2156 4.5844 0.1254
H -5.8059 6.1690 0.5045
C 2.3916 1.3234 2.3127
N 2.1500 0.0734 1.5642
C 0.9810 -0.0842 0.9033
C 0.7391 -1.2372 0.1518
C 1.7080 -2.2418 0.0679
C 2.8950 -2.0503 0.7861
C 3.0963 -0.8878 1.5288
C 1.5169 -3.4471 -0.7590
C 2.4179 -3.7587 -1.7845
C 2.2660 -4.9243 -2.5337
N 1.2482 -5.7743 -2.2791
C 0.3431 -5.4953 -1.3134
C 0.4583 -4.3351 -0.5442
C 1.1232 -7.0304 -3.0437
H 1.5862 1.4417 3.0420
H 2.3945 2.1444 1.5903
H 3.3554 1.2721 2.8241
H 0.2534 0.7208 0.9724
H -0.2057 -1.3240 -0.3836
H 3.6790 -2.8064 0.7777
H 4.0138 -0.7204 2.0873
H 3.2507 -3.0954 -2.0150
H 2.9596 -5.1843 -3.3300
H -0.4583 -6.2131 -1.1577
H -0.2762 -4.1517 0.2384
H 0.1368 -7.0440 -3.5130
H 1.2374 -7.8580 -2.3379
H 1.9024 -7.0818 -3.8084